The following is a DFT calculation (ωB97M-V with the def2-TZVPD basis set) of a molecular structure, C34H38N3 in a non-equilibrium geometry.

Each line ends with the Löwdin charge.
CARTESIAN COORDINATES (ANGSTROEM)
C (-1.17804, -2.57634, 1.38851)  -0.0046
N (-2.14563, -1.65422, 2.00170)  -0.0221
C (-1.65184, -0.44088, 2.40547)  -0.0933
C (-0.28000, -0.04436, 2.23222)  -0.0900
C (0.06612, 0.72208, 3.51000)  -0.1627
C (-1.22099, 0.93349, 4.32857)  -0.1398
C (-2.38952, 0.27890, 3.52795)  -0.0872
C (-3.38761, -2.19232, 2.46147)  -0.2064
C (-3.43566, -3.50730, 3.02809)  -0.0088
C (-4.49213, -3.81935, 3.90677)  -0.0608
C (-5.57297, -2.90591, 4.07038)  -0.0628
C (-5.62224, -1.68997, 3.34169)  -0.0595
C (-4.51031, -1.33188, 2.56076)  -0.0534
H (-1.70109, -3.46112, 1.01191)  0.1013
H (-0.71434, -2.06922, 0.53682)  0.0785
H (-0.40860, -2.87630, 2.12233)  0.1201
H (0.44931, -0.86463, 1.89954)  0.1324
H (0.80563, 0.13418, 4.08218)  0.1300
H (0.52691, 1.70441, 3.30889)  0.0706
H (-1.10615, 0.49352, 5.34040)  0.1204
H (-1.40942, 1.99936, 4.49469)  0.1097
H (-3.07687, 1.01312, 3.06175)  0.1304
H (-3.02766, -0.34937, 4.19906)  0.1345
H (-2.62071, -4.26572, 2.86923)  0.1242
H (-4.45447, -4.76541, 4.47459)  0.1160
H (-6.42263, -3.13875, 4.72719)  0.1100
H (-6.48016, -0.98990, 3.38304)  0.1206
H (-4.49332, -0.37065, 2.02174)  0.1238
C (0.34982, 5.72985, 1.65606)  -0.0070
N (0.41929, 4.46531, 0.93766)  -0.0932
C (0.74379, 3.27613, 1.51306)  -0.0017
C (0.62474, 2.23103, 0.56641)  -0.1191
C (0.84134, 0.82624, 0.89433)  -0.0690
C (1.21195, -0.06984, -0.25415)  -0.2454
C (0.30614, -0.46710, -1.24722)  -0.0447
C (0.72817, -1.12419, -2.42509)  -0.1413
C (2.08121, -1.52610, -2.59001)  -0.1020
N (2.53889, -2.01654, -3.79349)  -0.0900
C (1.61167, -2.51649, -4.78570)  -0.1687
C (0.43145, -1.58631, -4.91915)  -0.1635
C (-0.23663, -1.31637, -3.56439)  -0.1417
C (3.85984, -2.59755, -3.86279)  -0.1689
C (4.88119, -1.76132, -3.12397)  -0.1618
C (4.44124, -1.51211, -1.68022)  -0.1495
C (2.97416, -1.24345, -1.51755)  -0.1292
C (2.52828, -0.56012, -0.36973)  0.0245
C (0.39596, 2.89909, -0.71610)  -0.0984
C (0.61702, 2.55906, -2.04966)  -0.0104
C (0.47597, 3.53987, -3.04318)  -0.0754
C (0.10209, 4.85849, -2.73414)  -0.0723
C (-0.10901, 5.22957, -1.39690)  -0.0104
C (0.16145, 4.27251, -0.42411)  -0.1637
H (-0.09915, 6.50638, 1.03049)  0.0837
H (-0.23562, 5.57394, 2.57477)  0.0963
H (1.32539, 6.12531, 1.97611)  0.0997
H (1.10986, 3.27937, 2.55285)  0.1364
H (1.71658, 0.83558, 1.62924)  0.1483
H (-0.76051, -0.24194, -1.11407)  0.1381
H (2.14388, -2.61290, -5.73911)  0.1268
H (1.28682, -3.52397, -4.47612)  0.1360
H (0.78111, -0.64193, -5.35373)  0.1221
H (-0.30292, -2.02872, -5.59858)  0.1176
H (-0.90064, -2.15925, -3.30761)  0.1234
H (-0.88272, -0.42782, -3.64966)  0.1205
H (3.81705, -3.59592, -3.40317)  0.1356
H (4.15072, -2.71152, -4.91095)  0.1260
H (5.84596, -2.27416, -3.10797)  0.1174
H (5.01664, -0.80395, -3.63957)  0.1231
H (4.67619, -2.37811, -1.04342)  0.1260
H (4.98830, -0.65088, -1.27465)  0.1207
H (3.24648, -0.40097, 0.44171)  0.1274
H (0.88270, 1.51948, -2.29450)  0.0990
H (0.63015, 3.26127, -4.08264)  0.1016
H (0.03003, 5.60616, -3.51265)  0.1026
H (-0.49195, 6.18939, -1.06371)  0.1032

Summary:
HOMO   -9.637 eV
Charge   +1
Kohn-Sham gap   5.8865 eV
E_tot   -40337.1716 eV
Spin multiplicity   1
Relative energy (zero: lowest compared OMol25 entry of this formula, charge and spin)   44.4 kcal per mole